# C15H31N9O14

A cluster of 9 separate species, C15H31N9O14 in total (the ωB97M-V functional and the def2-TZVPD basis, the OMol25 dataset).

- Gap between HOMO and LUMO: 8.606 eV
- HOMO energy: -8.82 eV

```
69
C15H31N9O14, DFT the ωB97M-V functional and the def2-TZVPD basis
C 0.04 0.12 -0.13
N -1.15 0.19 0.73
O -2.24 -0.02 0.25
O -0.97 0.53 1.89
H 0.37 1.12 -0.38
H -0.22 -0.39 -1.05
H 0.79 -0.50 0.35
C 1.53 4.10 -2.19
N 0.05 4.12 -1.91
O -0.66 4.62 -2.75
O -0.32 3.59 -0.88
H 1.74 5.08 -2.60
H 1.76 3.27 -2.85
H 1.99 3.99 -1.22
C 3.77 -0.60 -0.40
N 4.27 0.50 -1.27
O 3.46 1.05 -2.00
O 5.44 0.80 -1.21
H 2.77 -0.33 -0.11
H 4.50 -0.71 0.40
H 3.80 -1.50 -1.01
C -0.65 0.03 -5.14
N -0.54 1.15 -4.16
O 0.36 1.95 -4.31
O -1.25 1.09 -3.18
H -0.67 0.41 -6.15
H -1.42 -0.68 -4.87
H 0.33 -0.41 -4.98
C -1.02 1.19 5.13
N -2.44 0.75 5.18
O -3.19 1.17 4.30
O -2.78 0.00 6.07
H -0.80 1.68 6.07
H -0.84 1.75 4.23
H -0.42 0.28 5.08
C 1.20 3.45 2.08
N 2.64 3.22 1.96
O 3.40 3.74 2.77
O 3.03 2.51 1.04
H 1.02 4.52 2.24
H 0.83 2.92 2.95
H 0.76 3.19 1.13
C -5.02 -0.12 1.79
N -6.27 0.66 2.06
O -6.38 1.75 1.55
O -7.09 0.11 2.77
H -4.46 -0.32 2.71
H -4.37 0.50 1.19
H -5.26 -1.07 1.34
C -1.05 -2.96 1.19
C 0.19 -3.39 0.65
C 1.10 -3.30 1.64
N 0.48 -2.81 2.77
C -0.87 -2.69 2.54
H -2.05 -2.88 0.78
H 0.40 -3.74 -0.35
H 2.15 -3.56 1.67
H 0.92 -2.70 3.66
H -1.63 -2.34 3.21
C 0.21 -2.63 -2.91
C 0.07 -4.01 -2.98
C 1.33 -4.53 -3.21
N 2.23 -3.50 -3.18
C 1.55 -2.33 -2.94
H -0.57 -1.93 -2.64
H -0.83 -4.61 -3.00
H 1.67 -5.55 -3.30
H 3.22 -3.65 -3.18
H 2.05 -1.37 -2.92
```

Here are the Mulliken charges for atoms 1 to 4, given in e:
1 C 0.0627
2 N 1.2379
3 O -0.6216
4 O -0.5203

# C15H31NO3P2Pd

A structure of composition C15H31NO3P2Pd (the ωB97M-V functional and the def2-TZVPD basis, the OMol25 dataset).

- <S²>: 2.01
- Gap between HOMO and LUMO (alpha / beta): 5.422 / 4.760 eV
- Multiplicity: 3
- HOMO energy (alpha / beta): -6.13 / -6.12 eV

```
53
C15H31NO3P2Pd, DFT the ωB97M-V functional and the def2-TZVPD basis
P 2.85 4.80 -1.29
P 5.10 2.04 -1.99
C 4.68 4.77 -1.29
C 5.28 3.81 -2.32
H 4.99 4.54 -0.27
H 4.95 5.82 -1.46
H 4.86 4.05 -3.30
H 6.35 4.03 -2.35
C 6.22 1.66 -0.61
H 6.01 0.65 -0.23
H 6.12 2.43 0.17
H 7.24 1.69 -1.01
C 5.84 1.16 -3.40
H 6.92 1.34 -3.38
H 5.44 1.53 -4.35
H 5.67 0.08 -3.31
C 2.87 6.27 -0.09
H 1.88 6.66 0.21
H 3.47 7.10 -0.48
H 3.36 5.85 0.80
C 2.59 5.55 -3.03
H 2.90 4.74 -3.70
H 3.24 6.42 -3.12
H 1.55 5.84 -3.30
Pd 0.83 5.62 -1.38
C 1.65 -1.44 -0.65
C 2.29 -1.27 0.51
C 3.68 -0.73 0.70
C 3.64 0.82 0.83
C 3.18 1.50 -0.37
C 3.41 1.32 -1.79
C 3.12 -0.10 -2.41
C 1.76 -0.65 -1.93
C -0.16 3.92 -0.93
H 0.84 -2.16 -0.70
H 1.77 -1.54 1.43
H 4.34 -1.03 -0.12
H 4.07 -1.09 1.67
H 2.92 1.10 1.63
H 4.62 1.20 1.17
H 2.38 2.24 -0.17
H 2.76 2.02 -2.34
H 3.94 -0.78 -2.19
H 3.05 -0.01 -3.51
H 1.04 0.17 -1.87
H 1.35 -1.31 -2.71
H 0.27 3.17 -1.61
H -1.21 4.18 -1.16
H 0.04 3.68 0.12
O -2.17 -1.44 1.79
N -1.71 -1.98 0.76
O -1.64 -3.24 0.66
O -1.31 -1.27 -0.21
```

Here are the Mulliken charges for atoms 1 to 4, given in e:
1 P 1.2827
2 P 1.2538
3 C -1.3239
4 C -1.1269

# C15H32Cl9N4O5

A cluster of 8 separate species, C15H32Cl9N4O5 in total (the ωB97M-V functional and the def2-TZVPD basis, the OMol25 dataset).

- Gap between HOMO and LUMO: 5.622 eV
- HOMO energy: -3.51 eV
- Net charge: -1

```
65
C15H32Cl9N4O5, DFT the ωB97M-V functional and the def2-TZVPD basis
O 0.05 -0.57 0.68
H 0.85 -0.92 1.11
C -3.03 -3.24 -2.92
O -3.79 -4.10 -2.39
N -3.29 -2.60 -4.11
C -2.28 -1.63 -4.69
C -4.42 -2.87 -4.99
H -2.05 -2.98 -2.50
H -2.76 -0.74 -5.10
H -1.76 -2.06 -5.54
H -1.52 -1.36 -3.96
H -4.06 -3.36 -5.89
H -5.15 -3.58 -4.61
H -4.94 -1.99 -5.39
C -3.08 2.67 -2.23
O -2.61 3.59 -2.82
N -4.39 2.41 -2.15
C -4.88 1.32 -1.35
C -5.39 3.11 -2.97
H -2.51 1.95 -1.63
H -4.90 0.40 -1.93
H -5.90 1.56 -1.03
H -4.24 1.26 -0.47
H -6.31 3.27 -2.41
H -5.08 4.08 -3.35
H -5.65 2.58 -3.89
C 3.28 3.37 0.17
O 4.46 2.99 0.20
N 2.89 4.64 -0.07
C 1.53 5.04 0.09
C 3.78 5.69 -0.47
H 2.48 2.65 0.41
H 1.51 5.80 0.87
H 0.85 4.26 0.43
H 1.14 5.49 -0.82
H 3.66 6.57 0.16
H 4.80 5.38 -0.25
H 3.69 6.04 -1.50
C 6.45 -2.43 3.38
O 7.60 -2.79 3.57
N 5.39 -2.61 4.17
C 5.58 -3.18 5.47
C 4.01 -2.19 3.87
H 6.17 -1.92 2.45
H 5.12 -2.52 6.21
H 6.61 -3.40 5.73
H 4.98 -4.09 5.40
H 3.95 -1.80 2.85
H 3.36 -3.06 3.90
H 3.60 -1.35 4.43
C -2.43 -3.78 2.79
Cl -1.74 -5.25 2.04
Cl -1.70 -3.45 4.31
Cl -4.23 -3.93 2.88
H -2.26 -2.88 2.20
C 3.26 -2.77 -1.84
Cl 2.67 -3.33 -3.40
Cl 4.72 -1.76 -1.87
Cl 3.52 -4.03 -0.71
H 2.46 -2.12 -1.50
C -1.58 2.10 4.13
Cl -3.10 1.23 4.45
Cl -0.31 1.60 5.34
Cl -1.79 3.89 3.89
H -1.24 1.72 3.17
```

Here are the Mulliken charges for atoms 1 to 4, given in e:
1 O -1.0097
2 H 0.0514
3 C 0.1740
4 O -0.6584

# C15H32LaNO2P2

A structure of composition C15H32LaNO2P2 (the ωB97M-V functional and the def2-TZVPD basis, the OMol25 dataset).

- Gap between HOMO and LUMO: 5.203 eV
- HOMO energy: -13.49 eV
- Net charge: +2

```
53
C15H32LaNO2P2, DFT the ωB97M-V functional and the def2-TZVPD basis
La 0.46 0.86 0.38
P 2.65 -0.92 0.58
C 2.49 -0.71 -1.22
C 1.29 -1.24 -1.90
N 0.10 -0.73 -1.47
C -1.05 -1.18 -2.02
C -1.04 -2.15 -3.01
C 0.16 -2.65 -3.48
C 1.35 -2.20 -2.91
C -2.37 -0.63 -1.51
P -2.28 1.03 -0.66
H 2.32 -2.55 -3.23
H -2.00 -2.47 -3.42
H 0.18 -3.40 -4.27
H -3.06 -0.54 -2.36
H -2.82 -1.34 -0.80
H 2.38 0.67 -1.41
H 3.45 -0.99 -1.70
H 0.80 3.26 -1.28
O 1.92 1.77 -1.43
H 2.29 2.23 -2.22
H -0.30 2.96 -0.20
O -0.09 3.55 -1.08
H 0.20 4.40 -0.71
C -2.53 2.10 -2.11
H -3.46 1.80 -2.60
H -2.64 3.16 -1.81
H -1.71 2.00 -2.84
C -3.95 1.05 0.09
H -4.00 1.89 0.80
H -4.73 1.19 -0.68
H -4.15 0.12 0.64
C 2.70 -2.72 0.74
H 3.66 -3.11 0.41
H 2.55 -2.98 1.79
H 1.90 -3.19 0.16
C 4.38 -0.48 0.88
H 4.49 -0.26 1.95
H 5.04 -1.32 0.63
H 4.67 0.41 0.32
C -1.07 1.63 3.07
C -0.30 0.29 3.11
C -0.57 -0.42 4.45
C -0.63 -0.59 1.91
H -2.15 1.46 3.12
H -0.88 2.29 2.19
H -0.79 2.23 3.95
H 0.79 0.52 3.09
H -1.63 -0.70 4.54
H 0.03 -1.34 4.53
H -0.31 0.23 5.29
H -0.07 -1.53 1.91
H -1.71 -0.74 1.79
```

Here are the Mulliken charges for atoms 1 to 4, given in e:
1 La 1.0371
2 P 0.7430
3 C -1.6775
4 C 0.9222

# C15H33AlBrO7

A structure of composition C15H33AlBrO7 (the ωB97M-V functional and the def2-TZVPD basis, the OMol25 dataset).

- Gap between HOMO and LUMO: 7.466 eV
- HOMO energy: -5.09 eV
- Net charge: -1

```
57
C15H33AlBrO7, DFT the ωB97M-V functional and the def2-TZVPD basis
C -1.21 0.89 -2.52
C -0.08 -0.30 -2.39
Br 1.78 0.45 -2.76
C -0.14 -1.15 -0.99
Al -1.10 -0.22 0.56
O 0.09 0.37 1.94
H -0.87 1.76 -1.77
H -2.25 0.45 -2.17
H -1.25 1.25 -3.64
H -0.29 -1.05 -3.29
H 0.95 -1.47 -0.68
H -0.75 -2.15 -1.22
H -2.04 -1.33 1.25
H -2.06 0.96 0.14
H 0.85 0.88 1.51
O -1.74 2.98 -6.43
C -0.57 2.66 -6.68
O 0.45 3.18 -5.96
C 1.81 2.72 -6.04
C 2.54 3.41 -7.18
C -0.26 1.76 -7.84
H 1.86 1.63 -6.10
H 2.28 3.00 -5.09
H 2.10 3.17 -8.15
H 3.59 3.11 -7.20
H 2.49 4.50 -7.06
H -0.21 2.35 -8.75
H -1.07 1.02 -7.93
H 0.65 1.18 -7.72
O -0.15 5.25 6.78
C 0.23 4.26 6.14
O -0.48 3.81 5.09
C -0.03 2.80 4.17
C -0.34 1.41 4.70
C 1.44 3.49 6.59
H 1.03 2.93 3.93
H -0.58 2.96 3.24
H 0.18 1.21 5.64
H -0.05 0.65 3.97
H -1.41 1.31 4.90
H 1.14 2.78 7.36
H 2.17 4.19 7.00
H 1.95 2.97 5.78
O -0.59 -4.27 0.22
C -0.50 -4.77 1.34
O -1.09 -5.95 1.62
C -0.88 -6.69 2.83
C -1.81 -6.22 3.93
C 0.19 -4.01 2.45
H 0.17 -6.67 3.13
H -1.11 -7.74 2.60
H -1.62 -5.17 4.19
H -1.69 -6.83 4.83
H -2.85 -6.28 3.60
H -0.52 -3.31 2.90
H 1.02 -3.46 2.02
H 0.61 -4.66 3.21
```

Here are the Mulliken charges for atoms 1 to 4, given in e:
1 C -0.7324
2 C -0.0703
3 Br -0.2945
4 C -0.4697

# C15H33B3ClN5O7

A cluster of 5 separate species, C15H33B3ClN5O7 in total (the ωB97M-V functional and the def2-TZVPD basis, the OMol25 dataset).

- Gap between HOMO and LUMO: 9.445 eV
- HOMO energy: -9.25 eV

```
64
C15H33B3ClN5O7, DFT the ωB97M-V functional and the def2-TZVPD basis
C 2.36 0.92 -1.43
C 1.75 -0.15 -1.87
C 0.77 -1.43 -2.11
B 1.58 -2.84 -2.23
O 2.55 -3.37 -1.29
B 2.71 -4.77 -1.72
N 4.03 -5.42 -2.02
O 1.50 -5.61 -1.90
B 0.64 -4.87 -2.82
Cl -1.09 -5.34 -3.23
O 1.26 -3.67 -3.41
H 2.71 1.90 -0.93
H 0.20 -1.22 -3.10
H -0.03 -1.51 -1.27
H 4.75 -5.13 -1.32
H 4.35 -5.02 -2.94
C 0.48 -5.87 2.16
N 0.28 -4.57 1.55
C -0.70 -3.66 1.81
C -1.72 -3.99 2.86
O -0.72 -2.61 1.19
H 1.47 -5.88 2.62
H 0.44 -6.63 1.38
H -0.27 -6.09 2.92
H 0.92 -4.27 0.83
H -2.43 -3.17 2.95
H -2.27 -4.89 2.58
H -1.23 -4.14 3.83
C 0.46 3.85 -5.96
N 1.50 4.06 -4.98
C 1.38 4.11 -3.62
C 0.02 3.91 -3.02
O 2.37 4.30 -2.93
H 0.72 2.96 -6.54
H 0.44 4.72 -6.62
H -0.52 3.71 -5.51
H 2.45 4.21 -5.30
H 0.08 3.97 -1.94
H -0.66 4.69 -3.37
H -0.37 2.92 -3.29
C 0.35 0.73 3.41
N 0.47 -0.54 4.09
C 0.28 -0.81 5.42
C -0.09 0.33 6.32
O 0.42 -1.96 5.83
H -0.41 0.63 2.64
H 1.31 0.95 2.94
H 0.08 1.54 4.09
H 0.71 -1.36 3.55
H -0.21 -0.04 7.34
H 0.69 1.09 6.32
H -1.04 0.77 6.01
C -2.01 4.18 1.39
N -2.09 3.96 -0.04
C -3.03 4.43 -0.91
C -4.14 5.28 -0.37
O -2.95 4.15 -2.10
H -1.06 4.66 1.61
H -2.04 3.20 1.88
H -2.83 4.79 1.76
H -1.38 3.40 -0.48
H -4.80 5.58 -1.18
H -4.72 4.72 0.37
H -3.73 6.19 0.09
```

Here are the Mulliken charges for atoms 1 to 4, given in e:
1 C -0.4117
2 C -0.2756
3 C -0.0911
4 B 0.1844

# C15H33Br10NP

A cluster of 6 separate species, C15H33Br10NP in total (the ωB97M-V functional and the def2-TZVPD basis, the OMol25 dataset).

- Gap between HOMO and LUMO: 8.874 eV
- HOMO energy: -11.43 eV
- Net charge: +1

```
60
C15H33Br10NP, DFT the ωB97M-V functional and the def2-TZVPD basis
C -4.23 -0.52 -1.56
C -3.55 -0.40 -2.94
C -2.02 -0.58 -2.90
P -1.26 0.81 -2.02
C -0.63 0.37 -0.39
C 0.88 0.16 -0.29
N 1.32 -0.35 0.77
H -4.82 -1.44 -1.50
H -3.49 -0.57 -0.74
H -4.91 0.31 -1.36
H -3.95 -1.15 -3.63
H -3.79 0.57 -3.39
H -1.63 -0.61 -3.92
H -1.72 -1.48 -2.35
H -0.29 1.47 -2.78
H -2.29 1.73 -1.83
H -1.15 -0.53 -0.05
H -0.92 1.20 0.27
H 1.53 0.46 -1.12
H 2.33 -0.45 0.73
Br -0.07 -3.24 -0.87
C -0.99 -4.60 -1.92
C -1.10 -5.90 -1.17
Br 0.62 -6.80 -1.07
H -0.41 -4.71 -2.84
H -1.97 -4.20 -2.15
H -1.77 -6.58 -1.69
H -1.44 -5.76 -0.15
Br -0.02 4.71 3.83
C -0.56 2.88 4.19
C -0.73 2.10 2.92
Br -2.36 2.63 1.97
H -1.47 2.94 4.77
H 0.23 2.45 4.80
H -0.84 1.03 3.13
H 0.10 2.25 2.23
Br -2.74 7.49 6.19
C -1.55 7.18 7.70
C -0.74 5.92 7.52
Br -1.82 4.33 7.79
H -2.17 7.15 8.59
H -0.89 8.05 7.74
H 0.05 5.87 8.26
H -0.32 5.85 6.53
Br 1.12 -1.53 -4.29
C 1.48 -2.62 -5.88
C 1.49 -4.09 -5.53
Br 3.07 -4.58 -4.52
H 2.42 -2.28 -6.28
H 0.68 -2.39 -6.58
H 1.50 -4.69 -6.43
H 0.63 -4.36 -4.93
Br 4.50 1.46 -0.46
C 5.67 0.15 0.39
C 5.92 -1.04 -0.49
Br 4.36 -2.20 -0.64
H 5.19 -0.13 1.33
H 6.60 0.68 0.60
H 6.71 -1.66 -0.07
H 6.18 -0.75 -1.50
```

Here are the Mulliken charges for atoms 1 to 4, given in e:
1 C -1.0018
2 C -0.7537
3 C 0.2640
4 P 0.1095

# C15H33InNO7

A structure of composition C15H33InNO7 (the ωB97M-V functional and the def2-TZVPD basis, the OMol25 dataset).

- Gap between HOMO and LUMO: 7.112 eV
- HOMO energy: -5.06 eV
- Net charge: -1

```
57
C15H33InNO7, DFT the ωB97M-V functional and the def2-TZVPD basis
C -2.98 -3.53 0.21
C -2.66 -2.04 0.72
O -1.95 -1.89 1.79
O -3.17 -0.95 -0.06
C -3.51 0.21 0.75
C -4.45 1.21 -0.16
C -5.90 0.58 -0.50
C -6.94 0.54 0.75
In -7.83 -1.54 0.81
N -9.98 -1.52 1.19
C -10.52 -2.56 0.56
O -10.76 -3.58 -0.20
H -2.19 -4.32 0.55
H -4.03 -3.86 0.56
H -3.03 -3.53 -0.96
H -4.04 -0.06 1.74
H -2.52 0.76 1.04
H -3.88 1.32 -1.18
H -4.51 2.27 0.33
H -6.39 1.23 -1.33
H -5.79 -0.50 -0.91
H -6.47 0.74 1.78
H -7.79 1.30 0.51
H -6.96 -2.67 1.93
H -7.62 -2.26 -0.86
C 2.55 3.52 0.62
O 1.19 3.42 0.23
C 1.05 3.22 -1.18
C 0.71 1.77 -1.50
O 1.81 0.90 -1.22
C 1.62 0.18 -0.01
H 2.59 3.50 1.71
H 3.14 2.68 0.24
H 2.97 4.46 0.27
H 1.95 3.54 -1.72
H 0.22 3.85 -1.51
H 0.51 1.68 -2.57
H -0.19 1.44 -0.96
H 0.84 -0.57 -0.15
H 1.36 0.84 0.82
H 2.55 -0.33 0.23
C 8.62 -0.26 0.87
O 8.39 -0.75 -0.44
C 7.50 -1.86 -0.45
C 6.10 -1.45 -0.91
O 5.47 -0.61 0.05
C 5.47 0.75 -0.34
H 9.17 0.69 0.79
H 7.69 -0.07 1.41
H 9.24 -0.97 1.43
H 7.46 -2.35 0.53
H 7.91 -2.59 -1.17
H 5.49 -2.35 -1.01
H 6.14 -0.97 -1.89
H 4.79 0.90 -1.18
H 6.48 1.09 -0.61
H 5.13 1.35 0.51
```

Here are the Mulliken charges for atoms 1 to 4, given in e:
1 C -0.8670
2 C 0.6807
3 O -0.5734
4 O -0.2930